Record 1
C20H35Cl2N5O8Pb | ωB97M-V/def2-TZVPD

```
71
Properties=species:S:1:pos:R:3:lowdin_charge:R:1
Pb -23.001 -19.897 -21.350 1.413
Cl -26.277 -20.376 -20.632 0.617
O -26.968 -19.252 -21.201 -0.330
O -25.294 -20.073 -19.602 -0.421
O -27.233 -21.321 -20.140 -0.329
O -25.493 -21.050 -21.649 -0.491
Cl -21.904 -18.424 -18.403 0.599
O -23.020 -17.813 -17.776 -0.321
O -21.649 -17.809 -19.688 -0.445
O -20.750 -18.307 -17.560 -0.338
O -22.132 -19.834 -18.631 -0.453
C -18.889 -18.067 -25.602 -0.095
C -20.330 -18.010 -26.092 -0.253
C -21.258 -17.123 -25.250 -0.158
C -21.434 -17.732 -23.925 -0.178
N -21.532 -18.183 -22.880 0.117
H -18.292 -18.604 -26.341 0.075
H -18.812 -18.696 -24.712 0.066
H -18.454 -17.087 -25.420 0.081
H -20.791 -18.999 -26.126 0.096
H -20.347 -17.608 -27.107 0.110
H -22.292 -16.990 -25.582 0.127
H -20.834 -16.122 -25.150 0.126
C -23.838 -25.472 -17.989 -0.102
C -24.270 -25.485 -19.448 -0.263
C -24.754 -24.172 -20.049 -0.160
C -23.720 -23.123 -20.099 -0.175
N -22.892 -22.333 -20.138 0.115
H -22.960 -24.852 -17.817 0.075
H -23.591 -26.504 -17.721 0.071
H -24.632 -25.263 -17.271 0.078
H -25.130 -26.153 -19.563 0.109
H -23.514 -25.958 -20.078 0.110
H -25.612 -23.753 -19.521 0.127
H -25.069 -24.284 -21.089 0.126
C -23.696 -23.864 -26.421 -0.110
C -22.235 -23.640 -26.079 -0.261
C -21.903 -22.184 -25.783 -0.171
C -22.541 -21.706 -24.543 -0.163
N -23.041 -21.330 -23.586 0.115
H -23.995 -23.163 -27.202 0.080
H -24.390 -23.737 -25.584 0.077
H -23.890 -24.890 -26.739 0.075
H -21.710 -24.141 -26.898 0.112
H -21.881 -24.241 -25.236 0.117
H -22.056 -21.429 -26.554 0.118
H -20.830 -22.111 -25.566 0.123
C -27.139 -15.001 -21.225 -0.088
C -25.940 -14.739 -20.283 -0.248
C -25.266 -16.029 -19.803 -0.170
C -24.697 -16.832 -20.855 -0.199
N -24.246 -17.470 -21.691 0.110
H -27.464 -14.066 -21.663 0.067
H -27.877 -15.488 -20.578 0.078
H -26.960 -15.801 -21.944 0.069
H -26.203 -14.247 -19.344 0.107
H -25.252 -14.035 -20.757 0.104
H -25.973 -16.554 -19.158 0.139
H -24.447 -15.817 -19.105 0.124
C -16.809 -20.541 -19.410 -0.110
C -17.917 -19.511 -19.616 -0.239
C -18.416 -19.490 -21.063 -0.174
C -19.533 -20.370 -21.337 -0.203
N -20.447 -21.027 -21.579 0.112
H -17.111 -21.546 -19.717 0.076
H -16.404 -20.696 -18.409 0.072
H -15.964 -20.168 -20.001 0.072
H -17.503 -18.542 -19.339 0.114
H -18.731 -19.710 -18.915 0.106
H -17.614 -19.826 -21.731 0.121
H -18.655 -18.470 -21.363 0.122
```

Calculated values
E: -75415.6623 eV
Gap between HOMO and LUMO: 9.19 eV
Relative energy (zero: lowest compared OMol25 entry of this formula, charge and spin): 0.0 kJ/mol
Spin multiplicity: 1
E_LUMO: -0.018 eV

Record 2
CH2Cl3N4 | ωB97M-V/def2-TZVPD

```
10
Properties=species:S:1:pos:R:3:nbo_charge:R:1
Cl -3.043 -0.413 0.055 0.389
N -1.478 -0.882 -0.111 -0.017
N -0.665 -0.259 -0.803 -0.027
Cl -1.091 1.190 -1.720 0.254
C 0.780 -0.431 -0.529 -0.126
N 1.257 0.195 0.628 -0.129
N 0.571 0.742 1.479 -0.149
Cl 1.330 1.405 2.817 0.251
H 1.346 -0.041 -1.382 0.274
H 0.994 -1.505 -0.434 0.281
```

Calculated values
SMILES string: Cl/N=[N+](\Cl)C/N=N/Cl
E: -44583.5650 eV
Gap between HOMO and LUMO (spin up / spin down): 7.46 / 7.46 eV
Relative energy (zero: lowest compared OMol25 entry of this formula, charge and spin): 89.5 kJ/mol
Total charge: +1
Spin multiplicity: 1
E_LUMO (spin up / spin down): -6.800 / -6.800 eV

Record 3
C3H9NO | ωB97M-V/def2-TZVPD

```
14
Properties=species:S:1:pos:R:3:nbo_charge:R:1
C -0.078 2.032 0.278 -0.055
N 0.145 0.784 0.065 -0.443
C -1.080 0.143 -0.595 -0.239
C -1.256 -1.366 -0.257 -0.638
H -1.057 2.372 0.604 0.164
H 0.868 2.599 0.148 0.190
H -1.941 0.715 -0.254 0.174
H -0.812 0.295 -1.626 0.204
H -2.163 -1.472 0.360 0.216
H -1.293 -1.818 -1.257 0.217
H -0.366 -1.780 0.215 0.228
O 2.056 -1.207 0.512 -0.963
H 1.205 -0.741 0.386 0.483
H 2.632 -0.610 0.024 0.460
```

Calculated values
SMILES string: C=NCC.O
E: -6792.6809 eV
Gap between HOMO and LUMO: 10.45 eV
Relative energy (zero: lowest compared OMol25 entry of this formula, charge and spin): 229.1 kJ/mol
Spin multiplicity: 1
E_LUMO: 0.642 eV